## one
21
Properties=species:S:1:pos:R:3 method="wB97M-V/def2-TZVPD" smiles=C[C@@H](N)CN(C)C lumo_ha=0.0386 homo_energy_ev=-7.8
C -2.05229 1.24060 0.53913
C -0.61019 0.85616 0.25627
N 0.34372 1.41693 1.23980
C -0.52719 -0.69294 0.27522
N 0.60106 -1.31667 -0.36570
C 1.88748 -1.05111 0.23590
C 0.62791 -1.20620 -1.80269
H -2.52222 0.60808 1.29590
H -2.15038 2.25155 0.90192
H -2.64317 1.18110 -0.37727
H -0.31016 1.20038 -0.72548
H -0.16205 1.82842 2.01631
H 0.83219 2.20968 0.83680
H -0.50771 -0.95590 1.33171
H -1.41723 -1.03425 -0.24849
H 1.80209 -1.01098 1.31098
H 2.59289 -1.82721 -0.03193
H 2.33428 -0.09666 -0.09651
H 0.44231 -0.18219 -2.17353
H -0.14412 -1.82988 -2.26483
H 1.58278 -1.58889 -2.15350

## two
21
Properties=species:S:1:pos:R:3 method="wB97M-V/def2-TZVPD" lumo_ha=0.0254 homo_energy_ev=-8.7
N -1.13698 1.72198 -2.29580
C -1.60096 0.59150 -1.47022
C -1.41653 -0.71090 -2.21417
C -0.88501 0.60775 -0.09015
N -0.66200 -0.39561 0.67910
C 2.28002 -0.21406 1.79019
C 1.49946 -1.02920 2.84981
H -1.77260 2.47604 -2.44598
H -0.19103 2.02138 -2.16010
H -2.64966 0.79079 -1.22811
H -1.72580 -1.56996 -1.61972
H -0.35598 -0.91177 -2.45807
H -1.95393 -0.69353 -3.15905
H -0.17877 -0.61156 -0.27507
H -0.62392 1.64866 0.17242
H 2.17030 -0.60673 0.78178
H 1.91983 0.80923 1.79253
H 3.34361 -0.19407 2.02313
H 0.95886 -1.86358 2.40250
H 2.18522 -1.48483 3.56275
H 0.79587 -0.38152 3.36226

What should be chosen as the most stable of them? Choose one.

## one
9
Properties=species:S:1:pos:R:3 method="wB97M-V/def2-TZVPD" smiles="O=NCl.C=NO" lumo_ha=-0.0157 homo_energy_ev=-10.2
O 2.67846 1.06324 -0.63147
N 2.43635 0.79922 0.46470
Cl 3.01025 -0.83587 0.98412
C -1.98219 0.24222 -0.35727
N -0.74428 0.38368 -0.06591
O 0.04278 -0.71728 0.19034
H -2.58748 -0.58180 -0.24019
H -2.38991 1.23675 -0.48727
H -0.46400 -1.59017 0.14295

## two
9
Properties=species:S:1:pos:R:3 method="wB97M-V/def2-TZVPD" smiles="O=NCl.C=NO" lumo_ha=-0.0180 homo_energy_ev=-9.7
O -1.01299 -0.42805 -1.51561
N -0.05310 -1.01421 -1.88927
Cl 1.43684 -0.02273 -2.28443
C 0.32024 -0.44369 0.77957
N -0.39444 0.44326 0.39038
O -0.98667 1.52761 0.95072
H 0.64590 -0.51454 1.77925
H 0.60774 -1.25950 0.00001
H -0.56352 1.71186 1.78939

What should be chosen as the most stable of them? Choose one.

## one
9
Properties=species:S:1:pos:R:3 method="wB97M-V/def2-TZVPD" lumo_ha="-0.0198 / -0.0328" homo_energy_ev="-8.3 / -8.0"
C -1.09077 1.04996 0.61562
C 0.71240 -0.10343 -0.47600
N -1.92729 0.09708 0.48586
O 0.25286 0.93430 0.22239
S -1.72125 -1.26600 -0.28734
S 1.67849 -1.21618 0.55309
H -1.23052 1.97462 0.94669
H 1.16943 0.15717 -1.45069
H 2.15665 -1.62750 -0.60962

## two
9
Properties=species:S:1:pos:R:3 method="wB97M-V/def2-TZVPD" smiles="[S-][N+]1=CCOS1" lumo_ha="-0.0361 / -0.0360" homo_energy_ev="-8.4 / -8.4"
S -2.50758 -1.47792 0.02066
N -1.18619 -0.65120 -0.02779
C 0.13305 -0.79056 0.01238
C 1.05571 0.46612 0.01343
O 0.21019 1.55630 -0.47834
S -1.26382 1.46988 0.24099
H 0.40103 -1.76749 -0.00135
H 1.43301 0.78577 1.07054
H 1.72459 0.40910 -0.85052

What should be chosen as the most stable of them? Choose one.

## one
13
Properties=species:S:1:pos:R:3 method="wB97M-V/def2-TZVPD" lumo_ha=0.0409 homo_energy_ev=-7.4
N 1.35886 -1.18929 0.13327
C 1.74092 0.05634 -0.11261
C 0.88476 1.08486 -0.13445
C -0.45097 0.85374 0.03487
N -0.92822 -0.31848 -0.10115
N -2.32873 -0.38109 -0.16406
H 1.95159 -1.92208 -0.15473
H 0.32593 -1.36045 -0.03656
H 2.76624 0.13308 -0.35306
H 1.15053 2.15171 0.18035
H -1.18039 1.75496 0.22378
H -2.56217 0.45449 0.44739
H -2.72836 -1.31779 0.03694

## two
13
Properties=species:S:1:pos:R:3 method="wB97M-V/def2-TZVPD" smiles=N#C[C@H](N)CN lumo_ha=0.0278 homo_energy_ev=-10.0
N -1.10294 -1.01924 -2.78021
C -0.88775 -0.55006 -1.74425
C -0.57868 0.12481 -0.45319
N 0.04644 1.39959 -0.74712
C 0.30941 -0.78808 0.40581
N 0.41090 -0.26733 1.76291
H -1.52345 0.25061 0.09242
H 0.94245 1.55703 -0.31392
H -0.56256 2.20337 -0.69439
H -0.16046 -1.77579 0.45549
H 1.27376 -0.91744 -0.11508
H 0.93810 -0.91491 2.34163
H 0.92041 0.61102 1.77360

What should be chosen as the most stable of them? Choose two.

## one
4
Properties=species:S:1:pos:R:3 method="wB97M-V/def2-TZVPD" lumo_ha=-0.0365 homo_energy_ev=-9.2
C 1.47185 -0.66924 0.05720
S 1.72058 -2.21676 0.00541
Br 2.85039 0.54728 0.00740
H -0.03850 0.30974 -0.31266

## two
4
Properties=species:S:1:pos:R:3 method="wB97M-V/def2-TZVPD" lumo_ha="-0.0689 / -0.0737" homo_energy_ev="-9.2 / -9.0"
C -0.48559 -0.01976 0.70641
S -1.31754 -0.50541 1.86840
Br -0.96087 2.67475 0.04303
H 0.27941 -0.32657 -0.10275

What should be chosen as the most stable of them? Choose two.

## one
13
Properties=species:S:1:pos:R:3 method="wB97M-V/def2-TZVPD" smiles=NCCC[O-] lumo_ha=0.1586 homo_energy_ev=-2.0 charge=-1
N 1.09114 -0.95416 1.60745
C 0.12895 -0.85579 0.49799
C 0.22766 0.45657 -0.35509
C -1.10554 0.79696 -1.12834
O -0.79967 1.22676 -2.34174
H 1.97119 -0.65482 1.27171
H 0.80778 -0.33555 2.36295
H 0.19361 -1.74192 -0.14426
H -0.97464 -0.81946 0.79196
H 0.72286 1.32069 0.10221
H 1.07108 0.20501 -1.13585
H -1.76066 1.54341 -0.54514
H -1.57376 -0.18770 -0.98386

## two
13
Properties=species:S:1:pos:R:3 method="wB97M-V/def2-TZVPD" lumo_ha=0.1585 homo_energy_ev=-2.1 charge=-1
C -0.63116 1.65209 -1.26375
O 0.06901 0.58964 -1.88016
H 0.06553 2.16760 -0.59599
H -0.89737 2.30574 -2.13289
H -1.54409 1.40840 -0.65618
C -0.42099 -0.56525 1.33385
C 1.31715 -1.76814 0.27776
N 0.90841 -1.17135 1.35693
H -0.32637 0.39517 0.68177
H -0.66242 -0.12846 2.31068
H -1.14046 -1.07910 0.75118
H 2.26017 -2.38497 0.55075
H 1.00260 -1.42138 -0.73394

## three
13
Properties=species:S:1:pos:R:3 method="wB97M-V/def2-TZVPD" lumo_ha=0.1463 homo_energy_ev=-2.1 charge=-1
C -1.11751 -2.57713 -1.03533
O -1.05343 -1.57582 -0.12106
H -0.36621 -2.47375 -1.87246
H -0.93099 -3.60327 -0.61423
H -2.11148 -2.65195 -1.52896
C 0.71352 0.40654 0.22506
C 0.54194 2.62678 0.85861
N 1.24073 1.76867 0.25757
H 0.35148 0.15277 -0.77092
H -0.11036 0.24256 0.91659
H 1.51734 -0.29247 0.45708
H 0.87208 3.66388 0.90674
H -0.39534 2.37844 1.37396

## four
13
Properties=species:S:1:pos:R:3 method="wB97M-V/def2-TZVPD" lumo_ha=0.1605 homo_energy_ev=-2.3 charge=-1
C -1.23575 0.75365 -2.09199
O 0.00941 0.23239 -1.88631
H -1.93864 0.57363 -1.25851
H -1.23548 1.84924 -2.23095
H -1.74134 0.32074 -2.97216
C 1.89517 -0.66783 1.85781
C 0.54538 -0.69751 1.65215
N -0.15258 -0.56908 0.50994
H 2.61858 -0.36742 1.10967
H 2.22626 -0.57681 2.88650
H -0.03586 -0.49110 2.56479
H -1.08254 -0.22889 0.71587
H 0.12738 -0.13100 -0.85682

What should be chosen as the most stable of them? Choose four.